[1]
8 unconnected molecules or ions with the total composition C28H79N7O8 in a non-equilibrium geometry. Source: OMol25; level of theory: ωB97M-V/def2-TZVPD.

Properties
SMILES ... COC[C@H](C)N.COC[C@H](C)N.COC[C@H](C)N.COC[C@H](C)N.COC[C@H](C)N.COC[C@H](C)N.COC[C@H](C)N.O
Lowest unoccupied orbital energy ... 0.023 Eh
Energy above the lowest of the compared OMol25 structures with the same formula, charge and spin ... 15.02 kcal/mol

```
122
Properties=species:S:1:pos:R:3:forces:R:3
C -0.932 -0.197 9.273 0.34 0.46 0.73
O -1.908 -1.084 9.800 0.19 -0.43 -0.63
C -1.355 -1.669 10.945 0.27 -0.92 1.14
C -2.195 -2.746 11.653 -1.66 0.39 0.08
C -1.717 -2.972 13.078 0.81 0.31 0.41
N -2.340 -4.040 10.973 0.48 0.41 -0.21
H -0.747 0.568 10.039 0.08 0.15 -0.13
H -1.222 0.315 8.362 -0.49 -0.34 -0.06
H 0.031 -0.689 9.109 -0.09 -0.25 -0.15
H -0.429 -2.241 10.749 0.27 0.57 -0.41
H -1.130 -0.863 11.661 0.10 -0.18 0.07
H -3.227 -2.374 11.741 0.09 0.17 -0.09
H -0.629 -3.105 13.139 -0.02 -0.13 -0.23
H -2.161 -3.846 13.551 -0.20 -0.05 -0.25
H -1.911 -2.115 13.728 -0.18 0.06 -0.17
H -2.631 -3.871 10.010 0.21 -0.15 -0.02
H -1.425 -4.487 10.943 -0.14 -0.11 -0.19
C -5.341 -9.148 2.491 1.14 -0.44 0.64
O -4.521 -8.467 3.445 -0.73 -0.09 -0.02
C -4.714 -8.969 4.753 -0.09 -0.08 -0.08
C -3.482 -8.625 5.566 0.46 0.20 1.30
C -3.529 -9.068 7.049 -0.26 0.52 -0.91
N -3.223 -7.185 5.592 -0.52 0.77 -0.51
H -4.930 -10.164 2.455 -0.13 -0.05 -0.60
H -5.208 -8.602 1.564 -0.24 -0.19 -0.20
H -6.390 -9.274 2.770 -0.05 0.53 0.13
H -5.614 -8.513 5.193 0.12 0.26 0.16
H -4.962 -10.039 4.736 0.48 -0.14 -0.06
H -2.539 -9.035 5.193 -0.47 -0.42 -0.61
H -3.740 -10.131 7.154 0.09 0.00 0.14
H -4.282 -8.471 7.572 -0.11 -0.18 0.08
H -2.557 -8.784 7.449 0.00 -0.30 0.29
H -4.034 -6.680 5.962 0.04 -0.25 0.09
H -3.159 -6.834 4.635 0.14 -0.18 0.11
C -6.744 -6.740 8.793 0.39 -0.61 0.69
O -6.752 -7.087 10.182 0.02 0.76 -0.17
C -6.214 -8.357 10.473 -0.17 -0.21 0.34
C -5.134 -8.309 11.556 0.20 -0.25 -0.07
C -3.796 -7.790 11.033 -0.17 -0.53 -1.85
N -5.026 -9.688 12.068 0.56 0.13 0.29
H -7.378 -7.472 8.279 0.31 0.18 -0.41
H -5.690 -6.730 8.494 -0.27 -0.22 -0.60
H -7.116 -5.731 8.646 -0.20 -0.04 0.23
H -7.039 -8.988 10.812 0.10 -0.09 0.16
H -5.774 -8.860 9.602 -0.08 0.25 -0.20
H -5.452 -7.649 12.366 -0.27 -0.21 0.07
H -3.811 -6.725 10.790 0.36 0.11 0.68
H -3.623 -8.230 10.033 -0.25 -0.11 0.06
H -2.924 -8.188 11.552 -0.09 0.72 0.68
H -4.513 -10.249 11.387 -0.26 0.05 -0.11
H -4.376 -9.661 12.853 -0.25 -0.07 0.08
C -7.415 -1.620 13.716 -0.45 0.33 1.71
O -6.957 -1.663 12.404 0.53 -0.19 0.17
C -6.489 -2.949 12.083 -1.21 -1.31 -0.95
C -6.144 -3.075 10.611 1.89 -0.32 -0.89
C -7.308 -2.955 9.647 -0.08 0.77 -0.12
N -5.439 -4.342 10.263 -0.03 -1.06 1.44
H -6.668 -1.760 14.516 0.55 -0.08 -0.57
H -8.168 -2.373 13.987 -0.16 -0.07 -0.63
H -7.840 -0.644 13.954 -0.07 0.05 -0.49
H -5.683 -3.354 12.708 0.14 0.54 0.15
H -7.335 -3.663 12.165 0.10 0.05 0.54
H -5.296 -2.417 10.365 -0.81 0.88 0.03
H -7.889 -2.039 9.784 0.03 -0.07 0.25
H -7.989 -3.804 9.729 0.06 -0.05 0.12
H -6.933 -2.907 8.624 0.04 -0.21 0.00
H -5.926 -5.168 10.636 -0.48 0.28 -0.47
H -4.591 -4.421 10.837 0.12 0.48 -0.39
C -6.498 -5.080 4.950 0.01 0.62 0.34
O -7.192 -5.008 3.730 0.05 0.13 -0.35
C -6.769 -5.955 2.768 -0.15 0.05 0.18
C -7.772 -5.920 1.629 -0.52 0.37 -0.76
C -7.766 -7.160 0.764 -0.38 -1.37 -0.44
N -7.689 -4.708 0.752 0.02 -0.35 1.32
H -6.620 -4.108 5.424 -0.06 -0.06 0.19
H -5.418 -5.214 4.862 0.02 -0.15 -0.36
H -6.899 -5.857 5.609 -0.02 -0.15 -0.04
H -5.736 -5.724 2.471 -0.08 -0.24 -0.14
H -6.827 -6.954 3.233 0.26 0.07 -0.21
H -8.735 -5.865 2.155 -0.01 -0.37 0.02
H -8.654 -7.319 0.138 -0.28 0.62 0.36
H -7.761 -8.061 1.389 0.19 0.14 -0.04
H -6.992 -7.274 0.000 0.54 0.45 0.51
H -8.527 -4.751 0.178 0.13 0.15 -0.13
H -7.874 -3.957 1.424 0.21 0.22 -0.49
C 1.709 -7.107 9.294 -0.16 -1.11 0.28
O 0.525 -6.609 8.735 -0.34 0.87 0.07
C 0.599 -6.259 7.371 1.29 -0.28 -1.10
C -0.330 -5.108 6.994 -0.64 -0.40 0.83
C 0.179 -3.815 7.604 0.28 0.07 0.14
N -1.669 -5.424 7.560 -0.17 -0.14 -0.25
H 2.562 -6.433 9.397 -0.27 0.47 -0.28
H 2.043 -7.991 8.738 0.12 0.01 -0.05
H 1.421 -7.453 10.286 0.17 0.03 0.09
H 1.638 -6.000 7.121 -0.02 0.22 0.09
H 0.407 -7.140 6.744 -0.37 -0.10 0.12
H -0.387 -5.031 5.907 -0.02 -0.11 0.00
H -0.010 -3.883 8.674 0.15 0.19 0.13
H -0.288 -2.904 7.231 -0.26 -0.19 -0.10
H 1.255 -3.722 7.435 -0.01 0.05 0.07
H -2.213 -6.042 6.943 0.71 0.01 -0.11
H -1.479 -6.006 8.375 -0.27 0.29 0.14
C -2.396 -3.187 2.457 0.02 -0.95 0.46
O -2.372 -2.518 3.694 -0.19 0.70 -0.75
C -3.594 -2.625 4.402 0.16 -0.78 0.81
C -3.850 -1.389 5.229 0.08 0.79 1.73
C -2.684 -1.142 6.217 0.02 -1.24 -1.47
N -5.144 -1.477 5.907 -0.59 0.04 -0.39
H -2.469 -4.277 2.604 -0.29 -0.01 0.12
H -1.434 -3.084 1.961 -0.12 0.61 -0.16
H -3.264 -2.878 1.875 0.20 0.14 -0.38
H -4.516 -2.854 3.861 0.29 0.23 -0.84
H -3.435 -3.512 5.028 -0.41 0.11 0.56
H -3.885 -0.494 4.603 -0.22 -0.24 -0.41
H -2.467 -2.128 6.639 0.28 0.19 0.28
H -2.852 -0.442 7.027 -0.20 0.31 -0.22
H -1.896 -0.869 5.507 0.56 0.18 0.81
H -5.144 -2.030 6.755 0.40 -0.26 -0.11
H -5.443 -0.547 6.166 -0.05 -0.01 0.00
O -4.533 -4.539 7.262 -0.07 -0.25 -0.19
H -4.819 -4.609 8.189 0.11 0.14 0.16
H -3.606 -4.836 7.237 -0.07 0.45 0.43
```
Forces are in eV/Å.

These are the Löwdin partial charges, in e, on atoms 1 to 2: atom 1 (C): -0.11, atom 2 (O): -0.17

[2]
12 unconnected molecules or ions with the total composition C28H80N6O12 in a non-equilibrium geometry. Source: OMol25; level of theory: ωB97M-V/def2-TZVPD.

Properties
SMILES ... NC(N)=O.NC(N)=O.NC(N)=O.CC(C)O.CC(C)O.CC(C)O.CC(C)O.CC(C)O.CC(C)O.CC(C)O.CC(C)O.CO
Lowest unoccupied orbital energy ... -0.015 Eh
Energy above the lowest of the compared OMol25 structures with the same formula, charge and spin ... 290.48 kcal/mol

```
126
Properties=species:S:1:pos:R:3:forces:R:3
N -0.442 -1.462 -4.004 4.08 0.76 -4.16
C -1.319 -2.069 -3.367 -1.73 -7.81 3.36
N -2.067 -1.304 -2.594 -4.35 1.32 1.80
O -1.240 -3.416 -3.227 -1.00 4.77 -0.65
H 0.276 -1.973 -4.459 0.37 -0.46 -0.28
H -0.289 -0.525 -3.894 0.33 2.82 0.23
H -2.869 -1.720 -2.032 1.73 0.51 -1.22
H -2.101 -0.251 -2.570 0.78 -1.61 -0.88
N 1.031 -0.855 4.285 -3.48 -0.66 1.31
C 2.081 -0.727 3.443 1.32 5.74 -1.41
N 2.785 -1.857 3.227 2.00 0.75 -1.83
O 2.448 0.509 2.935 -1.84 -6.50 2.37
H 0.206 -0.149 4.341 2.59 -1.43 -0.36
H 0.736 -1.815 4.691 0.99 2.34 -1.13
H 3.570 -1.701 2.520 -1.66 -0.72 1.54
H 2.450 -2.789 3.458 0.22 0.66 -0.17
N 0.524 -0.543 0.926 2.40 3.55 2.53
C 0.053 -0.631 -0.276 0.02 5.74 -3.39
N -0.441 -1.780 -0.516 -2.87 -3.09 -3.04
O -0.016 0.429 -1.190 0.70 -4.56 4.21
H 0.862 0.448 1.095 -0.18 -2.21 0.62
H 0.374 -1.236 1.688 0.16 1.03 -1.31
H -1.019 -1.739 -1.390 0.74 -0.55 0.70
H -0.037 -2.641 -0.202 0.01 0.22 0.36
C 0.977 3.161 -3.453 1.84 -2.41 -0.32
C 2.077 4.049 -2.963 -4.68 4.38 -1.31
C 1.742 4.615 -1.584 1.13 0.87 0.96
O 3.268 3.606 -3.155 5.01 -2.58 0.65
H 1.184 2.679 -4.431 -0.09 0.73 0.33
H 0.060 3.634 -3.407 -1.92 0.90 -0.11
H 1.016 2.321 -2.770 -0.60 -0.58 0.47
H 2.062 4.912 -3.663 -0.55 0.22 0.34
H 0.713 4.865 -1.468 -1.25 -0.62 -0.02
H 2.108 5.672 -1.464 0.71 -1.15 0.08
H 2.068 3.947 -0.734 -0.29 0.81 -0.84
H 3.504 2.981 -2.443 0.45 0.11 -0.85
C 3.038 1.226 -0.341 -0.15 -1.19 0.24
C 4.394 1.862 -0.572 -1.34 0.63 9.96
C 5.525 1.245 0.290 -0.66 1.16 2.21
O 4.728 1.959 -1.772 3.69 -0.03 -8.13
H 2.727 1.205 0.695 0.52 0.52 0.56
H 2.972 0.138 -0.546 0.24 0.42 -0.66
H 2.237 1.760 -0.825 -0.28 0.02 -0.65
H 4.308 2.886 -0.075 -0.22 -0.52 -0.47
H 5.140 1.029 1.343 0.45 0.06 -1.38
H 6.361 1.984 0.464 -0.73 -0.66 -0.50
H 5.909 0.367 -0.165 0.40 -1.05 -0.36
H 5.713 2.059 -1.835 -1.42 0.05 -0.35
C -1.567 -2.897 2.716 -2.85 -1.91 -3.48
C -3.005 -2.761 3.204 -1.52 -3.78 -3.22
C -3.553 -4.038 3.768 -1.05 -2.36 -0.99
O -3.088 -2.047 4.258 0.29 7.06 6.58
H -1.320 -3.975 2.514 0.03 1.04 0.52
H -0.963 -2.422 3.381 2.00 1.28 1.66
H -1.624 -2.424 1.717 0.92 0.02 0.63
H -3.773 -2.293 2.542 1.15 -0.87 -1.19
H -3.104 -4.274 4.764 -0.50 0.33 -0.84
H -3.309 -4.798 3.078 0.32 -1.63 -0.56
H -4.674 -4.092 3.745 0.85 0.45 0.62
H -4.026 -1.846 4.371 0.45 0.30 0.60
C -2.415 3.495 -2.164 -0.91 0.99 0.21
C -2.390 2.031 -2.174 -3.53 2.61 9.48
C -3.847 1.599 -2.007 0.75 -0.93 1.49
O -1.798 1.501 -3.134 3.53 -3.52 -6.90
H -3.090 3.787 -1.406 -0.90 0.38 1.09
H -2.919 3.777 -3.053 0.09 0.99 -1.28
H -1.542 4.019 -1.886 1.40 0.47 -0.49
H -1.790 1.765 -1.183 -1.51 0.10 -1.30
H -3.845 0.526 -1.957 -0.45 -0.72 -0.11
H -4.525 1.912 -2.758 -0.43 0.45 -1.08
H -4.254 1.928 -1.037 0.31 0.03 -0.33
H -0.894 1.747 -2.964 1.25 -0.39 -0.69
C 2.340 3.778 1.966 -1.02 0.06 1.98
C 2.070 5.162 2.438 -8.94 -3.34 -3.82
C 1.217 5.200 3.646 -0.13 0.59 2.97
O 3.096 5.737 2.770 10.74 5.87 2.90
H 2.704 3.292 2.851 -0.02 -0.96 0.38
H 3.101 3.749 1.292 2.14 0.16 -2.10
H 1.487 3.331 1.554 -1.15 -0.95 -0.35
H 1.626 5.778 1.617 -0.83 -0.71 0.06
H 0.276 4.671 3.662 -0.06 -0.44 0.05
H 1.029 6.233 3.958 -0.39 0.20 -0.64
H 1.910 4.975 4.538 -1.09 -0.71 -1.23
H 3.349 6.349 2.090 0.82 0.34 -0.03
C -3.654 -4.528 0.330 -1.24 0.54 0.17
C -3.363 -3.634 -0.853 -2.78 -8.39 -3.75
C -4.638 -3.651 -1.770 0.73 1.45 1.68
O -3.061 -2.479 -0.485 2.64 8.00 4.10
H -4.192 -5.427 0.130 -0.40 -0.70 -0.55
H -4.302 -3.923 0.977 0.24 -0.25 0.23
H -2.775 -4.835 0.825 1.18 -0.08 0.87
H -2.500 -4.021 -1.419 -0.50 -0.72 -0.43
H -4.605 -3.145 -2.685 0.95 0.60 -1.68
H -5.502 -3.162 -1.350 -0.21 0.41 1.13
H -4.984 -4.607 -1.925 -0.34 -2.41 -0.57
H -2.147 -2.520 -0.073 -1.50 0.80 -0.62
C 0.434 -5.184 -0.323 -0.88 -3.76 -2.53
C 1.578 -4.289 -0.089 2.51 -5.34 -9.77
C 1.779 -3.416 -1.331 -0.51 1.85 0.64
O 1.393 -3.618 0.912 -0.97 6.47 11.17
H 0.660 -6.169 0.080 -0.08 -0.36 0.30
H 0.224 -5.419 -1.421 0.27 0.56 1.31
H -0.513 -4.940 0.123 -0.32 0.85 0.27
H 2.555 -4.830 0.025 -0.58 -0.35 -0.57
H 0.884 -3.021 -1.845 0.18 -0.99 0.21
H 2.365 -3.916 -2.065 0.79 -0.14 -0.45
H 2.186 -2.483 -0.899 0.82 -0.30 -0.68
H 1.631 -4.158 1.692 -0.58 0.77 -0.32
C -0.793 2.174 1.805 0.09 -0.71 0.99
C -2.197 1.781 1.655 -0.34 0.01 -6.56
C -2.535 0.370 1.233 1.89 -0.89 0.53
O -2.953 2.058 2.648 -3.83 2.25 6.81
H -0.695 3.045 2.436 0.08 0.35 -0.03
H -0.366 2.290 0.857 0.91 0.40 -1.42
H -0.339 1.340 2.278 1.05 -0.45 0.88
H -2.607 2.391 0.812 0.42 -0.07 -0.38
H -2.223 0.216 0.217 0.24 -0.21 -0.47
H -3.561 0.074 1.298 -0.77 0.41 0.20
H -1.960 -0.319 1.881 -0.29 0.07 -0.26
H -2.907 3.011 2.867 -0.07 -0.84 -0.02
C 3.039 -0.920 -3.701 -2.41 -1.47 -0.19
O 2.463 0.328 -3.725 -0.68 0.81 -1.16
H 2.491 -1.636 -3.048 -0.06 0.16 -0.81
H 3.960 -0.900 -3.313 3.89 0.32 1.78
H 3.213 -1.280 -4.697 -0.58 -0.32 -0.67
H 2.278 0.571 -2.832 -0.31 0.42 1.00
```
Forces are in eV/Å.

These are the Löwdin partial charges, in e, on atoms 1 to 2: atom 1 (N): 0.24, atom 2 (C): -0.65